[1]
Density functional theory data (ωB97M-V/def2-TZVPD) for a molecular structure, C36H32BCoF4N2O4P2SSe2 at a distorted geometry.

Cartesian coordinates (Å):
Co: 1.6753 0.9862 0.8494
O: -1.1711 -1.8655 0.9318
S: 0.5503 -1.6259 1.3221
O: 0.7878 -2.8236 2.0397
O: 1.1444 -1.3909 -0.0112
O: 0.5240 -0.3687 2.1401
C: -1.1889 0.3158 -1.5391
C: -2.2069 -0.7463 -1.3627
P: -1.7303 -2.2961 -0.4728
C: -0.4781 -3.2840 -1.2766
C: 0.0632 -4.4821 -0.8025
C: 1.0103 -5.1507 -1.5655
C: 1.5371 -4.6147 -2.7403
C: 1.1033 -3.3414 -3.0965
C: -0.0241 -2.7812 -2.5113
C: -3.3881 -3.0239 -0.6430
C: -4.3747 -3.0457 0.3724
C: -5.1651 -4.1786 0.4483
C: -5.0915 -5.2209 -0.4645
C: -4.3965 -4.9814 -1.6121
C: -3.5453 -3.8772 -1.7346
P: -0.6181 1.3570 -0.1194
C: -1.9043 1.5177 1.1131
C: -1.6535 1.6643 2.4978
C: -2.7580 1.5979 3.3472
C: -4.0670 1.6053 2.8537
C: -4.2937 1.7193 1.4708
C: -3.1996 1.7239 0.6007
C: -0.4218 2.9221 -0.9363
C: -0.8568 4.0880 -0.2934
C: -0.9869 5.2728 -1.0370
C: -0.5656 5.4033 -2.3241
C: 0.0766 4.2855 -2.9133
C: 0.1226 3.0801 -2.2557
H: -1.5071 0.9844 -2.3610
H: -0.3015 -0.1802 -1.9938
H: -2.5660 -1.0873 -2.3501
H: -3.1521 -0.3685 -0.8718
H: -0.2725 -4.8881 0.1610
H: 1.3654 -6.1236 -1.2057
H: 2.3786 -5.0732 -3.2853
H: 1.6858 -2.7403 -3.8232
H: -0.6267 -2.0184 -3.0821
H: -4.4780 -2.2961 1.1162
H: -5.8902 -4.2114 1.2652
H: -5.4675 -6.2411 -0.2386
H: -4.4708 -5.6657 -2.5057
H: -2.9125 -3.7808 -2.6668
H: -0.6367 1.7795 2.9046
H: -2.5974 1.7433 4.4098
H: -4.8855 1.6615 3.5524
H: -5.2984 1.8062 1.0603
H: -3.3842 2.0109 -0.4464
H: -1.1260 4.1236 0.7730
H: -1.3700 6.1772 -0.5552
H: -0.6185 6.3165 -2.9369
H: 0.5220 4.3906 -3.9140
H: 0.4969 2.1952 -2.8246
Se: 5.4230 2.0030 0.7813
Se: 5.3806 -0.3806 1.3173
C: 4.0185 -0.2556 2.6010
C: 4.1519 -1.1468 3.6562
C: 3.4515 -0.8845 4.8335
C: 2.6452 0.2175 4.8446
C: 2.4854 1.0106 3.7226
N: 3.0815 0.7396 2.5608
C: 4.2263 1.7487 -0.6407
C: 4.7784 2.2223 -1.8677
C: 4.2852 1.7307 -3.0723
C: 3.2782 0.7314 -3.0067
C: 2.7549 0.4126 -1.7721
N: 3.1201 0.9958 -0.6301
H: 4.9111 -1.9476 3.5439
H: 3.5523 -1.4692 5.7269
H: 2.1404 0.5876 5.7457
H: 1.9738 1.9449 3.7270
H: 5.6247 2.9166 -1.7904
H: 4.7796 2.0073 -4.0482
H: 2.9225 0.2050 -3.8912
H: 1.9575 -0.2975 -1.7101
F: 1.0559 5.0408 1.5033
B: 1.9790 4.0869 1.7609
F: 1.1742 2.7740 1.7987
F: 2.9810 3.9053 0.7869
F: 2.4712 4.1471 3.0629

Forces on atoms 1 to 2 (eV/Å):
Co -0.1748 -0.3235 -0.1333
O 1.1172 0.6391 0.9156

Calculated values
- ΔE to the lowest compared entry with this formula, charge and spin (eV) = 0.000
- ⟨S²⟩ = 3.79
- strongest force on any atom (hartree/bohr) = 0.0646
- E_tot (eV) = -258305.494
- multiplicity = 4
- total charge = -1

[2]
Density functional theory data (ωB97M-V/def2-TZVPD) for a molecular structure, C36H32BN5P2TeTl.

Cartesian coordinates (Å):
Tl: -0.9999 -1.6863 -3.5645
B: -0.3446 -4.8292 -1.5076
N: 0.9263 -4.1039 -2.0495
C: 2.1468 -4.6564 -1.9772
C: 3.0278 -3.9015 -2.7295
C: 2.2350 -2.8795 -3.2447
N: 0.9721 -3.0069 -2.8304
N: -1.5633 -3.8546 -1.2823
C: -2.8115 -4.3125 -1.1514
C: -3.6727 -3.2424 -0.9591
C: -2.8334 -2.1392 -0.9884
N: -1.5479 -2.5042 -1.1707
H: -0.0361 -5.3363 -0.4571
H: -0.7232 -5.6406 -2.3133
H: 2.2945 -5.5573 -1.4012
H: 4.0796 -4.0711 -2.8831
H: 2.5201 -2.0529 -3.8758
H: -3.0070 -5.3712 -1.2219
H: -4.7421 -3.2688 -0.8367
H: -3.0888 -1.0935 -0.9238
Te: -2.9674 1.3653 0.5837
C: -2.3724 2.8787 1.9194
C: -3.0077 4.1109 1.8829
C: -2.6059 5.0864 2.7884
N: -1.6299 4.9151 3.6733
C: -1.0330 3.7265 3.7001
C: -1.3722 2.6746 2.8604
C: -0.9735 0.7421 0.0868
P: -0.4349 -0.6073 0.8566
C: 1.3023 -0.9820 0.7882
C: 1.7400 -2.2582 0.4468
C: 3.0921 -2.5535 0.5291
C: 3.9916 -1.5877 0.9566
C: 3.5513 -0.3185 1.3095
C: 2.2053 -0.0102 1.2282
C: -1.1435 -1.2359 2.3695
C: -2.4715 -1.6560 2.4565
C: -2.9608 -2.1297 3.6618
C: -2.1330 -2.1892 4.7744
C: -0.8058 -1.7951 4.6840
C: -0.3004 -1.3296 3.4819
P: -0.4143 1.2512 -1.5784
C: -0.8910 2.9957 -1.7410
C: -0.6286 3.9753 -0.7836
C: -0.9463 5.2990 -1.0356
C: -1.5234 5.6581 -2.2475
C: -1.7847 4.6923 -3.2057
C: -1.4705 3.3639 -2.9528
C: 1.4052 1.3378 -1.5902
C: 2.0558 0.6533 -2.6108
C: 3.4323 0.7561 -2.7717
C: 4.1670 1.5519 -1.9103
C: 3.5261 2.2505 -0.8928
C: 2.1567 2.1471 -0.7362
H: -3.7817 4.3354 1.1601
H: -3.0887 6.0589 2.7863
H: -0.2455 3.6008 4.4375
H: -0.8677 1.7239 2.9607
H: 1.0373 -3.0133 0.1226
H: 3.4390 -3.5410 0.2571
H: 5.0455 -1.8269 1.0213
H: 4.2567 0.4293 1.6476
H: 1.8503 0.9745 1.5061
H: -3.1135 -1.6270 1.5890
H: -3.9896 -2.4578 3.7286
H: -2.5212 -2.5574 5.7152
H: -0.1573 -1.8591 5.5478
H: 0.7401 -1.0479 3.4108
H: -0.1835 3.7098 0.1662
H: -0.7419 6.0525 -0.2849
H: -1.7672 6.6949 -2.4430
H: -2.2343 4.9689 -4.1504
H: -1.6809 2.6094 -3.7016
H: 1.4853 0.0455 -3.3024
H: 3.9243 0.2232 -3.5757
H: 5.2391 1.6398 -2.0340
H: 4.0997 2.8833 -0.2271
H: 1.6689 2.7101 0.0487

Forces on atoms 1 to 2 (eV/Å):
Tl -0.0053 0.0558 -0.0936
B -0.0062 0.0604 0.0080

Calculated values
- strongest force on any atom (hartree/bohr) = 0.0097
- E_tot (eV) = -76535.838
- total charge = +1